(1)
Entry from the Open Molecules 2025 dataset: C19H11Co2NO8 as an isolated structure in a non-equilibrium geometry (ωB97M-V with the def2-TZVPD basis set).

Structure (ORCA input):
```
! wB97M-V def2-TZVPD RIJCOSX def2/J DEFGRID3
* xyz -2 1
C 6.99036 -0.64439 1.41538
C 3.67580 -2.77945 -1.38503
H -1.80214 0.69061 0.91248
H -1.38827 2.02177 -1.68081
C 0.21128 0.46587 -1.53439
O 0.71384 0.93043 1.89071
O 5.35393 2.39436 -3.77569
C 5.56735 1.75739 -2.83420
Co 5.95865 0.86223 -1.38313
C 0.27078 0.98967 0.74615
C 6.45994 2.21678 -0.40586
C 7.10126 -0.30191 3.79775
C 5.74863 0.03317 3.80393
C 2.17256 -0.24075 0.00658
C 5.62936 -0.27415 1.39844
O 4.17157 -0.58017 -4.10558
O 3.02798 -3.73454 -1.43350
O 7.15038 -2.86628 -1.71111
H 7.67625 -0.29274 4.73462
H 2.21950 -0.05925 1.11185
N 1.07454 0.63921 -0.38235
O 0.50585 -0.03476 -2.59740
H -1.94725 0.38685 -1.42171
C 7.72103 -0.63939 2.60237
C 6.24756 -2.16357 -1.52264
H 8.77011 -0.91209 2.58113
C 3.56863 -0.20307 -0.40107
O 8.58335 -0.21300 -2.04868
C 4.84404 -0.17857 0.11317
H 3.94159 0.26506 2.62009
Co 4.63820 -1.30844 -1.32838
C 5.00691 0.03137 2.62025
C 7.51121 0.12264 -1.77145
C -1.11700 1.33545 0.33253
C -1.13679 1.08076 -1.16624
H -1.37822 2.36470 0.63226
O 6.76407 3.09820 0.27570
H 1.82188 -1.30398 -0.07623
C 4.43825 -0.70003 -2.98289
H 5.24610 0.27999 4.73179
H 7.48738 -0.94694 0.48938
*
```

- largest force on an atom (eV Å⁻¹) = 5.7
- Kohn-Sham gap (eV) = 3.25
- E (a.u.) = -4152.74676
- energy relative to the best compared isomer or geometry (same formula, charge and spin) (kcal per mole) = 3.5

Charges per atom according to natural (NBO) partitioning, unit e: number 1, C, carries -0.204; number 2, C, carries 0.500; number 3, H, carries 0.228; number 4, H, carries 0.229; number 5, C, carries 0.699; number 6, O, carries -0.593; number 7, O, carries -0.626; number 8, C, carries 0.438; number 9, Co, carries -0.078; number 10, C, carries 0.690; number 11, C, carries 0.469; number 12, C, carries -0.270; number 13, C, carries -0.220; number 14, C, carries -0.326; number 15, C, carries 0.078; number 16, O, carries -0.615; number 17, O, carries -0.615; number 18, O, carries -0.603; number 19, H, carries 0.182; number 20, H, carries 0.234; number 21, N, carries -0.446; number 22, O, carries -0.537; number 23, H, carries 0.224; number 24, C, carries -0.235; number 25, C, carries 0.536; number 26, H, carries 0.192; number 27, C, carries -0.223; number 28, O, carries -0.644; number 29, C, carries -0.300; number 30, H, carries 0.210; number 31, Co, carries -0.125; number 32, C, carries -0.256; number 33, C, carries 0.379; number 34, C, carries -0.508; number 35, C, carries -0.515; number 36, H, carries 0.230; number 37, O, carries -0.629; number 38, H, carries 0.178; number 39, C, carries 0.463; number 40, H, carries 0.185; number 41, H, carries 0.225



(2)
Entry from the Open Molecules 2025 dataset: C7H12ClN5O8S2Sn as an isolated structure in a non-equilibrium geometry (ωB97M-V with the def2-TZVPD basis set).

Structure (ORCA input):
```
! wB97M-V def2-TZVPD RIJCOSX def2/J DEFGRID3
* xyz 0 1
O 3.48266 0.11842 0.44968
N -1.14988 1.16868 1.86183
H -3.92537 0.89155 0.25661
O 4.56901 1.62713 -0.89790
H -0.94983 0.56685 -1.96131
O 1.98514 -3.20559 -3.44839
C -0.70756 1.03440 -0.94644
Cl 3.38993 1.41096 -0.21496
O 2.22340 1.18435 -1.12320
O 3.03741 -1.42392 -2.05167
H -0.00115 1.83326 -1.06564
C -1.74708 2.22780 0.92282
O 2.27893 -0.81064 -4.20689
C 0.05631 0.57438 1.29768
H 0.23833 -0.20624 1.96784
N -2.44918 -0.52494 0.74295
N -2.00804 1.63918 -0.39329
H 0.90235 1.34355 1.32913
S 2.08017 -1.80909 -3.24896
Sn 1.67763 -0.88483 -0.73828
S 0.33259 -3.79105 2.56266
O 3.11552 2.50024 0.64383
N -0.14295 -0.00137 -0.02376
H -1.00585 3.06967 0.82754
C 1.24051 -3.11224 1.48536
H -2.99531 0.34115 2.56772
C -1.24333 -1.10922 0.21501
O 0.74003 -1.36989 -2.47702
H -0.74855 -1.90922 0.85187
H -3.29893 0.07721 -1.07254
H -1.48477 -1.64237 -0.75935
C -2.99579 0.57050 -0.15579
N 1.87222 -2.44545 0.65840
H -1.63797 -0.69944 2.69894
H -2.60774 2.63855 1.37952
C -2.12288 0.12772 2.06601
*
```

- largest force on an atom (eV Å⁻¹) = 4.5
- Kohn-Sham gap (eV) = 8.85
- E (a.u.) = -2620.20451
- energy relative to the best compared isomer or geometry (same formula, charge and spin) (kcal per mole) = 0.0

Charges per atom according to natural (NBO) partitioning, unit e: number 1, O, carries -0.829; number 2, N, carries -0.445; number 3, H, carries 0.216; number 4, O, carries -0.744; number 5, H, carries 0.257; number 6, O, carries -0.897; number 7, C, carries -0.096; number 8, Cl, carries 2.573; number 9, O, carries -0.882; number 10, O, carries -1.049; number 11, H, carries 0.240; number 12, C, carries -0.082; number 13, O, carries -0.917; number 14, C, carries -0.107; number 15, H, carries 0.220; number 16, N, carries -0.452; number 17, N, carries -0.433; number 18, H, carries 0.241; number 19, S, carries 2.562; number 20, Sn, carries 2.431; number 21, S, carries 0.021; number 22, O, carries -0.770; number 23, N, carries -0.599; number 24, H, carries 0.211; number 25, C, carries 0.193; number 26, H, carries 0.213; number 27, C, carries -0.095; number 28, O, carries -1.089; number 29, H, carries 0.246; number 30, H, carries 0.210; number 31, H, carries 0.246; number 32, C, carries -0.090; number 33, N, carries -0.835; number 34, H, carries 0.199; number 35, H, carries 0.213; number 36, C, carries -0.079



(3)
Entry from the Open Molecules 2025 dataset: an isolated ion of composition C7H13BrN and charge +1 in a non-equilibrium geometry (ωB97M-V with the def2-TZVPD basis set).

Structure (ORCA input):
```
! wB97M-V def2-TZVPD RIJCOSX def2/J DEFGRID3
* xyz 1 1
H 1.48915 -1.51042 1.85226
C -0.09097 -0.93726 0.51447
C -1.00777 1.33083 0.20049
C -0.60615 -0.10999 -1.76323
H -0.45379 1.55486 1.11622
H -3.09139 1.08315 -0.36342
H -0.69186 -0.90185 1.42810
C 1.37535 -0.82945 1.00614
H -0.44954 -1.15897 -2.00154
Br 4.90906 0.41673 -0.00965
H -2.81825 2.21159 0.96184
H -2.70482 0.47733 1.24977
H 2.13735 -2.12971 -0.61539
C 2.39692 -1.25125 -0.03641
H -1.58657 0.18990 -2.14207
C 3.54744 -0.69419 -0.15110
H 1.59225 0.18169 1.34694
N -0.52096 0.09855 -0.35183
H 0.14352 0.48673 -2.29400
H -0.23510 -1.90922 0.03983
C -2.50378 1.26720 0.53115
H -0.83011 2.13376 -0.51857
*
```

- largest force on an atom (eV Å⁻¹) = 1.3
- Kohn-Sham gap (spin up / spin down) (eV) = 4.56 / 4.55
- E (a.u.) = -2902.88521
- energy relative to the best compared isomer or geometry (same formula, charge and spin) (kcal per mole) = 104.1

Charges per atom according to natural (NBO) partitioning, unit e: number 1, H, carries 0.254; number 2, C, carries -0.189; number 3, C, carries -0.206; number 4, C, carries -0.399; number 5, H, carries 0.186; number 6, H, carries 0.213; number 7, H, carries 0.227; number 8, C, carries -0.402; number 9, H, carries 0.199; number 10, Br, carries 0.502; number 11, H, carries 0.223; number 12, H, carries 0.204; number 13, H, carries 0.311; number 14, C, carries -0.272; number 15, H, carries 0.207; number 16, C, carries 0.176; number 17, H, carries 0.235; number 18, N, carries -0.447; number 19, H, carries 0.184; number 20, H, carries 0.205; number 21, C, carries -0.618; number 22, H, carries 0.206



(4)
Entry from the Open Molecules 2025 dataset: one molecule with the formula C9H17N2OP in a non-equilibrium geometry (ωB97M-V with the def2-TZVPD basis set).

Structure (ORCA input):
```
! wB97M-V def2-TZVPD RIJCOSX def2/J DEFGRID3
* xyz 0 1
H 0.67076 0.56374 -2.38233
H 3.73615 -0.94694 -1.07076
N 0.81493 -0.56582 -0.06508
C -1.52911 -0.30142 -0.18588
H 1.73881 -0.73285 -2.52728
N -4.75084 -0.24552 -1.30587
C -0.36322 0.09379 0.69312
P 1.06010 -2.16928 -0.04763
C -2.87827 0.03947 0.40600
C -0.47875 1.65267 0.51739
H 2.41202 0.72317 -2.78544
H -0.42021 0.39283 2.96923
H -3.08282 1.06565 0.97786
C 1.60285 0.24998 -2.21568
H -3.04440 -0.64124 1.13173
C -0.37130 -0.37501 2.16032
C -3.89270 -0.03123 -0.58984
H -1.37098 2.03056 0.98251
H -1.63480 -1.40300 -0.33195
C 1.82004 0.22369 -0.74045
H 4.00623 0.46242 -0.20224
H -0.36621 2.00647 -0.47824
H 1.82919 1.19262 -0.47203
H -1.53977 0.32280 -1.02048
H 0.36176 2.19283 1.08435
H 3.25898 -0.73599 0.67150
O -0.16652 -2.82323 0.36755
H 0.51757 -0.92475 2.47476
C 3.20043 -0.28987 -0.24153
H -1.13993 -1.02652 2.22640
*
```

- largest force on an atom (eV Å⁻¹) = 6.0
- Kohn-Sham gap (eV) = 9.92
- E (a.u.) = -879.15870
- energy relative to the best compared isomer or geometry (same formula, charge and spin) (kcal per mole) = 26.8

Charges per atom according to natural (NBO) partitioning, unit e: number 1, H, carries 0.208; number 2, H, carries 0.210; number 3, N, carries -0.807; number 4, C, carries -0.417; number 5, H, carries 0.206; number 6, N, carries -0.319; number 7, C, carries 0.163; number 8, P, carries 1.470; number 9, C, carries -0.506; number 10, C, carries -0.628; number 11, H, carries 0.217; number 12, H, carries 0.221; number 13, H, carries 0.230; number 14, C, carries -0.598; number 15, H, carries 0.240; number 16, C, carries -0.633; number 17, C, carries 0.285; number 18, H, carries 0.228; number 19, H, carries 0.269; number 20, C, carries -0.054; number 21, H, carries 0.218; number 22, H, carries 0.214; number 23, H, carries 0.202; number 24, H, carries 0.209; number 25, H, carries 0.210; number 26, H, carries 0.214; number 27, O, carries -1.073; number 28, H, carries 0.228; number 29, C, carries -0.628; number 30, H, carries 0.220



> Among the records above, which one has the lowest E?

C19H11Co2NO8



Copy entry 4 word for word.
Entry from the Open Molecules 2025 dataset: one molecule with the formula C9H17N2OP in a non-equilibrium geometry (ωB97M-V with the def2-TZVPD basis set).

Structure (ORCA input):
```
! wB97M-V def2-TZVPD RIJCOSX def2/J DEFGRID3
* xyz 0 1
H 0.67076 0.56374 -2.38233
H 3.73615 -0.94694 -1.07076
N 0.81493 -0.56582 -0.06508
C -1.52911 -0.30142 -0.18588
H 1.73881 -0.73285 -2.52728
N -4.75084 -0.24552 -1.30587
C -0.36322 0.09379 0.69312
P 1.06010 -2.16928 -0.04763
C -2.87827 0.03947 0.40600
C -0.47875 1.65267 0.51739
H 2.41202 0.72317 -2.78544
H -0.42021 0.39283 2.96923
H -3.08282 1.06565 0.97786
C 1.60285 0.24998 -2.21568
H -3.04440 -0.64124 1.13173
C -0.37130 -0.37501 2.16032
C -3.89270 -0.03123 -0.58984
H -1.37098 2.03056 0.98251
H -1.63480 -1.40300 -0.33195
C 1.82004 0.22369 -0.74045
H 4.00623 0.46242 -0.20224
H -0.36621 2.00647 -0.47824
H 1.82919 1.19262 -0.47203
H -1.53977 0.32280 -1.02048
H 0.36176 2.19283 1.08435
H 3.25898 -0.73599 0.67150
O -0.16652 -2.82323 0.36755
H 0.51757 -0.92475 2.47476
C 3.20043 -0.28987 -0.24153
H -1.13993 -1.02652 2.22640
*
```

- largest force on an atom (eV Å⁻¹) = 6.0
- Kohn-Sham gap (eV) = 9.92
- E (a.u.) = -879.15870
- energy relative to the best compared isomer or geometry (same formula, charge and spin) (kcal per mole) = 26.8

Charges per atom according to natural (NBO) partitioning, unit e: number 1, H, carries 0.208; number 2, H, carries 0.210; number 3, N, carries -0.807; number 4, C, carries -0.417; number 5, H, carries 0.206; number 6, N, carries -0.319; number 7, C, carries 0.163; number 8, P, carries 1.470; number 9, C, carries -0.506; number 10, C, carries -0.628; number 11, H, carries 0.217; number 12, H, carries 0.221; number 13, H, carries 0.230; number 14, C, carries -0.598; number 15, H, carries 0.240; number 16, C, carries -0.633; number 17, C, carries 0.285; number 18, H, carries 0.228; number 19, H, carries 0.269; number 20, C, carries -0.054; number 21, H, carries 0.218; number 22, H, carries 0.214; number 23, H, carries 0.202; number 24, H, carries 0.209; number 25, H, carries 0.210; number 26, H, carries 0.214; number 27, O, carries -1.073; number 28, H, carries 0.228; number 29, C, carries -0.628; number 30, H, carries 0.220



> Among the records above, which one has the highest E?

C9H17N2OP